[1]
The following is a quantum chemistry calculation of a molecular structure, C19H25HfN2, from the Open Molecules 2025 dataset.

Structure (XYZ):
```
47
Properties=species:S:1:pos:R:3:forces:R:3:mulliken_charge:R:1
Hf 0.21856 -0.29294 -0.64273 -0.7111 0.9847 1.5748 0.8491
N -0.87846 1.24900 5.51575 -0.0554 0.1250 -0.1196 -0.4531
N -0.29167 0.44559 1.47131 -0.5916 0.8485 0.7070 0.5004
C 0.15007 -0.39649 2.45406 -0.1903 0.4446 0.3788 -0.6127
C -1.15529 1.89806 3.19264 0.0387 -0.0628 -0.3928 -0.9375
C -2.27963 -1.60835 -0.91394 1.1471 -0.4206 -0.0264 -0.7545
C 2.47404 -0.15986 -1.28713 0.9971 0.4303 0.6633 -0.3473
C 0.35494 1.88941 -2.82624 -0.3135 0.1677 -0.3211 -1.6693
C 2.38524 -1.04167 -0.13985 1.7608 0.5879 0.1610 -0.9044
C -0.21389 0.46375 -2.65308 0.2928 0.1166 -0.7594 1.7092
C -0.94567 1.59018 1.85328 0.5761 -0.9885 0.5689 -0.5719
C 2.54508 1.19162 -0.77977 0.0175 -1.0249 -0.0578 -0.7366
C 2.51490 -0.21650 1.02994 0.5051 -0.1327 -0.9501 -0.4535
C -0.01077 -0.15685 3.79528 -0.1085 0.1332 -0.4369 -1.2379
C -1.13970 -2.29017 0.95371 -0.0340 -0.5042 -1.1287 -0.4816
C -0.69170 1.01325 4.19369 -0.0045 0.0103 0.4906 1.1048
C -2.33488 -1.69043 0.49488 0.5248 -0.2322 -0.2508 -0.8418
C -1.01506 -2.15275 -1.35773 -1.0007 -0.7622 0.6650 -0.5872
C -1.70021 0.51389 -3.02267 -0.0867 -0.0136 -0.2445 -1.9211
C 0.47883 -0.48730 -3.66063 0.2407 0.1569 -0.3528 -1.4936
C 2.57055 1.14051 0.63179 -0.0673 -0.4948 -0.3083 -0.7539
C -0.27531 -2.53765 -0.17061 -1.3394 -1.1965 0.0873 -0.7234
H -1.82385 1.14797 -3.90975 -0.1078 -0.0644 0.0563 0.5959
H 2.49019 -2.12421 -0.18194 0.1251 0.4209 0.0712 0.7224
H -0.22216 2.43233 -3.59666 0.2720 -0.1225 0.1844 0.4592
H 0.37424 -0.86433 4.53292 -0.1493 0.2317 -0.2649 0.3332
H -2.11122 -0.46896 -3.27597 0.1327 0.1575 0.0980 0.2893
H 0.60972 -3.17103 -0.17150 -0.3990 0.1216 0.0536 0.6993
H -1.67065 2.81053 3.49153 0.1052 -0.2189 -0.2422 0.3520
H -0.96460 -2.66251 1.96073 0.0524 0.4570 -0.2340 0.6548
H -0.82264 -2.54094 -2.35474 0.0322 0.3636 0.3364 0.8352
H 0.11713 -0.24077 -4.67020 0.1185 -0.1193 0.0663 0.4698
H -3.18456 -1.39524 1.10961 0.3373 -0.0279 -0.1511 0.4995
H 2.68074 2.01664 1.27615 -0.1697 -0.4567 -0.1580 0.4909
H -1.29315 2.24759 1.04618 0.1446 -0.2574 0.4212 0.4710
H 1.57588 -0.41595 -3.67345 -0.5213 0.2342 -0.1542 0.3597
H -3.08570 -1.28649 -1.56876 0.3255 0.0439 0.2790 0.5649
H -1.36765 2.07552 5.84224 0.2279 -0.3863 -0.1273 0.2000
H 0.65950 -1.32390 2.17425 -0.3078 0.7591 -0.0621 1.0746
H 2.67868 2.10258 -1.36202 -0.2142 -0.4280 0.1270 0.5470
H 0.26501 -1.54583 -3.49067 -0.0723 0.1867 -0.1650 0.1604
H -2.31151 0.93798 -2.22635 -0.2055 0.1352 0.0238 0.3421
H -0.54094 0.58610 6.20813 -0.2028 0.4016 -0.3468 0.2124
H 2.80628 -0.47390 -2.27450 -0.4829 0.0945 0.3533 0.8048
H 1.40500 1.89251 -3.14208 -0.2403 -0.0008 0.2072 0.2888
H 2.72185 -0.58387 2.03445 -0.5092 0.1329 -0.2850 0.5845
H 0.25443 2.48388 -1.90959 0.1108 0.1689 -0.0347 0.3060
```
Positions in Å, forces in eV/Å.

Total charge: +1
Max |F|, eV Å⁻¹: 1.99
DFT total energy, eV: -24388.376
E_HOMO, hartree: -0.4184


[2]
The following is a quantum chemistry calculation of C4H12N2O in the gas phase, from the Open Molecules 2025 dataset.

Structure (XYZ):
```
19
Properties=species:S:1:pos:R:3:forces:R:3:mulliken_charge:R:1
O 1.48968 1.68927 1.11066 -1.4166 -0.5915 0.1415 -0.6111
N 0.08287 -1.01822 -0.70401 0.5401 -1.0572 -1.8697 0.1545
N -1.28589 -0.97035 -1.03653 0.3948 -0.0698 0.2340 -0.6854
C 0.51964 -2.11201 0.13593 -0.3751 0.5226 -0.2891 -0.9255
C 0.27780 0.86585 0.59132 3.0301 3.4278 0.5124 0.4896
C -0.93032 1.77223 0.43247 0.2071 -0.1294 0.2968 -1.2846
C 0.80461 0.25848 -0.69457 -2.2165 -1.7217 1.6055 -0.5540
H 1.59158 -2.04288 0.30615 0.0553 -0.0052 0.0031 0.2923
H -1.04882 2.37210 1.33254 -0.0467 -0.0080 0.0988 0.3742
H 0.01099 -2.11443 1.11037 0.0175 -0.1092 0.1477 0.3218
H 1.62707 2.48362 0.58243 -0.3185 -0.1119 -0.1527 0.2912
H -1.83697 1.19460 0.27369 -0.0557 -0.0112 -0.0923 0.3254
H 0.49668 0.83185 -1.56880 0.3318 0.0290 -0.0128 0.2672
H -0.80363 2.45069 -0.41020 0.0250 -0.0219 -0.1077 0.3269
H -1.47992 -1.71429 -1.70182 -0.0693 0.0660 0.1002 0.2373
H 1.87132 0.05046 -0.62059 -0.1077 0.1946 -0.1713 0.2836
H 0.30329 -3.05297 -0.37449 0.0310 -0.1097 0.1311 0.3197
H -1.85976 -1.13521 -0.20627 -0.0010 0.0070 -0.1215 0.2045
H 0.16976 0.19120 1.44170 -0.0256 -0.3001 -0.4540 0.1723
```
Positions in Å, forces in eV/Å.

Max |F|, eV Å⁻¹: 4.60
DFT total energy, eV: -9368.308
E_HOMO, hartree: -0.2937
SMILES: C[C@H](O)CN(C)N


[3]
The following is a quantum chemistry calculation of 2 unconnected molecules or ions with the total composition C6H12O, from the Open Molecules 2025 dataset.

Structure (XYZ):
```
19
Properties=species:S:1:pos:R:3:forces:R:3:mulliken_charge:R:1
O -1.47438 -1.27804 0.44152 0.3001 -0.0099 -0.4035 -0.5852
C 1.61793 0.26895 -0.80321 0.0102 -0.0056 -0.0989 -1.2594
C -0.63834 -0.96337 -0.37903 -0.1768 -0.1621 0.0535 0.8003
C -0.97414 -0.86932 -1.84958 -0.1014 -0.0030 -0.0645 -1.2376
C -0.09549 1.52178 1.75886 -0.1678 0.0657 0.1431 -0.5831
C 0.82104 -0.79040 -0.02280 0.0351 -0.2667 0.0173 -0.4801
C -1.18273 0.83957 2.09498 0.1264 0.2207 0.0639 -0.4923
H 2.44505 0.66215 -0.20232 -0.1530 -0.1546 -0.0652 0.3122
H -0.12312 2.33234 1.03471 -0.0449 -0.0326 0.1570 0.2295
H -1.95237 -1.32023 -2.01799 0.0878 0.0923 -0.0371 0.3755
H -0.21106 -1.38484 -2.44365 -0.1144 0.0913 0.0501 0.3306
H 1.01179 1.13046 -1.10693 0.0257 -0.1959 0.1502 0.3222
H -0.99063 0.17620 -2.17710 0.0033 -0.1199 0.0647 0.2790
H -1.14405 -0.01331 2.76692 0.0176 0.2044 -0.0387 0.2518
H 0.92375 -0.68463 1.05581 -0.1188 -0.0184 -0.1703 0.3212
H -2.15744 1.05861 1.66754 0.1569 0.0340 0.0745 0.2630
H 0.88291 1.26865 2.16188 -0.1587 0.1025 0.0018 0.3211
H 1.18871 -1.79481 -0.26916 0.3348 0.0464 0.0477 0.4490
H 2.05259 -0.15977 -1.71045 -0.0621 0.1113 0.0544 0.3822
```
Positions in Å, forces in eV/Å.

Max |F|, eV Å⁻¹: 0.50
DFT total energy, eV: -8462.890
E_HOMO, hartree: -0.3450
SMILES: CCC(C)=O.C=C


[4]
The following is a quantum chemistry calculation of 2 unconnected molecules or ions with the total composition C3H5N2S, from the Open Molecules 2025 dataset.

Structure (XYZ):
```
11
Properties=species:S:1:pos:R:3:forces:R:3:mulliken_charge:R:1
S -3.71352 -0.39124 -0.00056 1.6368 0.3446 -0.2716 0.0348
N -1.13252 -0.11320 0.26430 -1.7407 -2.2759 -0.4712 -0.0704
N -1.63558 1.03035 -0.10658 -0.0303 3.0186 -0.7373 -0.3467
C -2.11609 -1.02774 0.25688 -0.4214 -1.0617 2.2839 -0.1566
C 1.97736 0.00123 -0.05706 -0.6209 -0.4201 -1.7173 -0.0905
C -2.93257 1.13655 -0.27377 2.8104 -4.7468 1.6180 -0.1722
H 1.62915 1.05484 -0.04185 0.2121 -0.7388 0.1654 0.3024
H -3.34864 1.93511 -0.68904 -1.8357 3.3728 -1.3249 0.5066
H 2.27118 -0.53792 0.85698 -0.2495 0.3026 -0.3900 0.3144
H -2.10654 -2.03661 0.78586 0.5969 1.3328 -1.2375 0.3641
H 2.11441 -0.50347 -1.10087 -0.3578 0.8717 2.0825 0.3142
```
Positions in Å, forces in eV/Å.

Total charge: +1
Max |F|, eV Å⁻¹: 5.75
DFT total energy, eV: -16995.119
E_HOMO (alpha / beta), hartree: -0.5113 / -0.5113


[5]
The following is a quantum chemistry calculation of C7H14 in the gas phase, from the Open Molecules 2025 dataset.

Structure (XYZ):
```
21
Properties=species:S:1:pos:R:3:forces:R:3:mulliken_charge:R:1
C -1.09934 0.95844 -0.80432 -0.3153 0.2517 -0.0137 -0.4734
C -0.50668 -1.54470 -0.18834 -0.3682 0.0375 0.0591 -0.6525
C 1.43751 -0.26824 0.99509 -0.1227 -0.0018 -0.1036 -0.6341
C 0.20194 -1.17037 1.12721 -0.1932 0.0443 0.0480 -0.6818
C 0.41977 1.33518 -0.82983 -0.2638 0.0875 -0.2203 -0.7867
C -1.48026 -0.50949 -0.83989 -0.4158 -0.0626 -0.0537 -0.6621
C 1.14546 1.17011 0.54779 -0.1997 0.0271 -0.1440 -0.6204
H 2.15749 -0.72921 0.30012 -0.2056 0.0452 0.0324 0.3198
H -1.97110 1.23148 -1.48191 2.0800 1.2793 -0.5501 0.3119
H 1.95431 -0.23842 1.96888 -0.1755 0.0555 -0.2501 0.3119
H 0.29242 -1.79759 -0.91996 -0.5239 0.3471 0.1380 0.3027
H -0.52773 -0.69214 1.79062 0.0761 -0.0112 0.0876 0.3086
H -1.63751 -0.87127 -1.86140 0.6123 0.2903 -0.2719 0.3251
H 2.11250 1.70094 0.50858 -0.3429 -0.0916 -0.1689 0.3149
H 0.52331 -2.09438 1.62977 -0.1468 0.1504 -0.1380 0.3361
H -1.04460 -2.48627 -0.05057 -0.0429 0.0191 0.0891 0.3846
H 0.52551 2.38739 -1.10875 -0.0288 -0.0585 -0.0866 0.3212
H 0.57235 1.67650 1.33949 -0.0497 -0.0853 -0.2132 0.3367
H -2.57367 -0.27470 -0.63930 0.7526 -1.9495 1.2314 0.2957
H 0.99919 0.75226 -1.56240 -0.3445 0.0965 -0.0247 0.3141
H -1.50086 1.46446 0.07911 0.2182 -0.4710 0.5533 0.3277
```
Positions in Å, forces in eV/Å.

Max |F|, eV Å⁻¹: 2.50
DFT total energy, eV: -7485.067
E_HOMO, hartree: -0.3634
SMILES: C1CCCCCC1